i | ORCA calculation (ωB97M-V/def2-TZVPD) on the molecule C3H6O2.

Last column: Löwdin charge in e.
Atoms and positions in Å:
1 O -1.759 0.097 -0.761  -0.066
2 C -0.975 -0.198 0.380  -0.276
3 C 0.454 -0.610 0.015  -0.140
4 C 1.422 0.545 -0.067  -0.272
5 O 2.611 0.455 0.119  0.052
6 H -1.544 0.986 -1.065  0.085
7 H -1.477 -1.029 0.882  0.118
8 H -0.971 0.650 1.084  0.120
9 H 0.401 -1.079 -0.976  0.130
10 H 0.870 -1.352 0.704  0.123
11 H 0.968 1.534 -0.316  0.125

HOMO-LUMO gap in eV: 10.81
Total charge: 0
HOMO level in Ha: -0.3675
Structure (SMILES): O=CCCO

=====

ii | ORCA calculation (ωB97M-V/def2-TZVPD) on the molecule C3H6O2.

Last column: Löwdin charge in e.
Atoms and positions in Å:
1 O -0.236 -2.298 1.024  -0.001
2 C -0.378 -1.356 0.022  -0.300
3 C 0.822 1.918 -0.578  0.026
4 C 0.028 0.961 -0.117  -0.250
5 O 0.495 -0.268 0.245  -0.070
6 H -0.463 -1.880 1.865  0.102
7 H -0.108 -1.852 -0.913  0.136
8 H -1.408 -0.971 -0.064  0.124
9 H 0.411 2.900 -0.784  0.053
10 H 1.880 1.729 -0.727  0.064
11 H -1.044 1.117 0.028  0.114

HOMO-LUMO gap in eV: 10.15
Total charge: 0
HOMO level in Ha: -0.3397
Structure (SMILES): C=COCO

=====

iii | ORCA calculation (ωB97M-V/def2-TZVPD) on a cluster of 2 separate species, C3H6O2 in total.

Last column: Löwdin charge in e.
Atoms and positions in Å:
1 C 0.034 0.536 1.162  -0.030
2 C -0.124 0.436 -0.327  -0.553
3 O -0.855 1.144 -0.984  0.040
4 C 0.896 -0.519 -1.000  -0.208
5 O 1.273 -0.318 -2.123  0.101
6 H -0.864 0.920 1.647  0.094
7 H 0.382 -0.375 1.662  0.084
8 H 0.823 1.291 1.241  0.103
9 H -1.307 -1.177 -0.255  0.117
10 H -1.563 -0.586 -0.646  0.123
11 H 1.303 -1.354 -0.379  0.128

HOMO-LUMO gap in eV: 9.38
Total charge: 0
HOMO level in Ha: -0.3595
Structure (SMILES): CC(=O)C=O.[H][H]

=====

Most stable structure - i; separation to the second - 50.1 kJ/mol.

=====

i | ORCA calculation (ωB97M-V/def2-TZVPD) on the molecule C3H6O2.

Last column: Löwdin charge in e.
Atoms and positions in Å:
1 O 1.613 0.734 -1.749  0.000
2 C 0.470 0.347 -1.082  -0.309
3 C -1.185 0.014 1.591  0.042
4 C -0.254 -0.613 0.887  -0.254
5 O 0.778 0.051 0.273  -0.094
6 H 2.215 -0.022 -1.772  0.102
7 H -0.228 1.193 -1.127  0.137
8 H -0.002 -0.545 -1.529  0.131
9 H -1.978 -0.557 2.061  0.058
10 H -1.158 1.093 1.718  0.070
11 H -0.270 -1.695 0.728  0.117

HOMO-LUMO gap in eV: 10.88
Total charge: 0
HOMO level in Ha: -0.3654
Structure (SMILES): C=COCO

=====

ii | ORCA calculation (ωB97M-V/def2-TZVPD) on a structure of composition C3H6O2.

Last column: Löwdin charge in e.
Atoms and positions in Å:
1 O -0.614 -1.552 1.206  -0.070
2 C 0.302 -0.014 1.010  0.014
3 C -0.195 0.167 -0.317  -0.356
4 C -0.031 1.182 -1.343  -0.144
5 O 0.678 -0.047 -1.436  -0.079
6 H -0.032 -2.220 0.796  0.092
7 H -0.159 0.535 1.829  0.106
8 H 1.304 -0.391 1.222  0.109
9 H -1.026 -1.035 0.302  0.120
10 H 0.605 2.057 -1.197  0.107
11 H -0.832 1.318 -2.072  0.102

HOMO-LUMO gap in eV: 8.84
Total charge: 0
HOMO level in Ha: -0.2914

=====

Most stable structure - i; separation to the second - 365.5 kJ/mol.

=====

i | ORCA calculation (ωB97M-V/def2-TZVPD) on the molecule C3H6O2.

Last column: Löwdin charge in e.
Atoms and positions in Å:
1 O -1.660 0.756 -0.500  -0.066
2 C -0.889 0.009 0.418  -0.263
3 C 0.422 -0.540 -0.190  -0.138
4 C 1.530 0.463 0.012  -0.274
5 O 2.382 0.344 0.860  0.048
6 H -2.081 0.134 -1.102  0.087
7 H -1.463 -0.824 0.843  0.118
8 H -0.659 0.698 1.239  0.123
9 H 0.267 -0.733 -1.259  0.117
10 H 0.719 -1.474 0.299  0.118
11 H 1.492 1.371 -0.626  0.130

HOMO-LUMO gap in eV: 10.56
Total charge: 0
HOMO level in Ha: -0.3612
Structure (SMILES): O=CCCO

=====

ii | ORCA calculation (ωB97M-V/def2-TZVPD) on a cluster of 2 separate species, C3H6O2 in total.

Last column: Löwdin charge in e.
Atoms and positions in Å:
1 O 3.118 1.227 -1.722  0.002
2 C 2.414 0.847 -0.836  -0.152
3 H 2.045 1.540 -0.065  0.080
4 H 2.150 -0.216 -0.736  0.073
5 O -1.721 1.230 -0.084  0.053
6 C -1.657 0.280 0.632  -0.358
7 C -1.173 -1.091 0.303  -0.057
8 H -1.975 0.399 1.690  0.115
9 H -1.987 -1.781 0.533  0.083
10 H -0.392 -1.368 1.013  0.080
11 H -0.822 -1.067 -0.728  0.082

HOMO-LUMO gap in eV: 10.90
Total charge: 0
HOMO level in Ha: -0.3719
Structure (SMILES): CC=O.C=O

=====

Most stable structure - i; separation to the second - 66.9 kJ/mol.